Entry 1:
The following is a quantum chemistry calculation of a molecular structure, C5H14CuF30NOP5, from OMol25.

```
! RIJCOSX wB97M-V def2-TZVPD def2/J DEFGRID3
* xyz -2 2
Cu -0.1261 -1.7743 -0.4013
P -3.3142 -0.2781 -1.4723
P -1.5499 -3.9107 1.3915
P 0.6784 -3.4815 -3.2425
P 1.0866 1.2559 -2.2691
P 3.1784 -1.5459 1.3634
F 1.6873 2.4306 -3.1929
F -0.4947 -5.0875 1.4909
F -0.3111 -2.8327 1.6623
F -0.0908 2.2309 -1.7746
F -2.7557 -4.9651 1.0776
F -0.2035 -2.0890 -3.0182
F -1.9377 -3.9307 2.9663
F -1.1623 -3.8260 -0.2156
F 0.5375 0.0453 -1.2699
F 2.0352 1.7245 -1.0443
F -0.6668 -4.2865 -2.9040
F -2.5421 -2.6403 1.1165
F 4.1074 -1.7695 2.6909
F 2.5992 -3.0528 1.5321
F 4.3535 -2.1092 0.4103
F -1.8891 -0.9402 -0.9914
F -4.1343 -1.6733 -1.4132
F -3.6232 0.0761 0.0872
F 2.2542 -1.4223 -0.0149
F 0.1364 0.7159 -3.4852
F -4.6642 0.4978 -1.9447
F -2.5612 1.2121 -1.5759
F 0.9612 -3.2582 -1.6057
F 1.6439 -4.7808 -3.2031
F 1.9363 -0.9323 2.1802
F 0.3385 -3.5943 -4.8147
F 3.7656 -0.0406 1.1946
F 2.2434 0.2648 -2.7447
F 1.9744 -2.5866 -3.5962
F -2.9112 -0.6061 -2.9943
O -0.4942 -0.3331 1.2373
N 0.2389 3.3221 1.4817
C -0.4575 3.7913 2.6841
C 0.2825 1.7915 1.5533
C -0.6057 3.7239 0.2616
C 1.6722 3.8409 1.4389
C -0.9042 1.0223 1.0858
H -0.1432 3.4277 3.6604
H -0.5050 4.8813 2.7045
H -1.8467 1.0567 1.6399
H 2.2556 3.2000 2.0956
H 1.0805 1.5582 0.8413
H -1.1804 1.1453 0.0380
H -0.5365 -0.6125 2.1569
H -1.6374 3.3927 0.3519
H 2.0253 3.7278 0.4150
H 1.7098 4.8945 1.7055
H -0.5665 4.8107 0.1955
H 0.7153 1.5273 2.5178
H -0.1771 3.2971 -0.6459
H -1.5052 3.4951 2.6055
*
```

=====

Entry 2:
The following is a quantum chemistry calculation of a molecular structure, C5H14MnN3, from OMol25.

```
! RIJCOSX wB97M-V def2-TZVPD def2/J DEFGRID3
* xyz 1 4
Mn 0.8503 1.2248 -0.9015
N -2.2824 -1.0406 0.4774
N -0.7939 0.3671 -0.3204
N 0.7612 2.4516 -2.6582
C 4.2828 -0.6748 1.4307
C -3.0044 -2.2712 0.7680
C -1.8383 1.1223 0.2406
C -2.7780 0.2528 0.6954
C -1.0725 -0.9502 -0.0988
H -3.7477 0.4220 1.1432
H -0.4194 -1.7960 -0.3218
H 4.0349 0.1359 2.1223
H -3.8551 -2.3702 0.0763
H 4.2768 -1.6463 1.9405
H 5.2023 -0.4137 0.9472
H -0.0895 3.0303 -2.6986
H 0.7809 1.9394 -3.5486
H -2.3271 -3.1258 0.6405
H -1.7712 2.1988 0.2858
H 2.0821 0.8651 0.0939
H -3.3845 -2.2321 1.7982
H 3.5482 -0.6035 0.6114
H 1.5448 3.1143 -2.7234
*
```

=====

Entry 3:
The following is a quantum chemistry calculation of 2 unconnected molecules or ions with the total composition C5H14N, from OMol25.

```
! RIJCOSX wB97M-V def2-TZVPD def2/J DEFGRID3
* xyz 1 1
N 0.4879 -1.4980 0.2294
C 0.0251 0.4925 -0.6402
C -1.3659 -0.6305 1.3972
C 1.0359 1.3836 0.1686
C -1.0323 1.3426 -1.3713
C -0.6446 -0.6650 0.0441
H 0.4602 2.0351 0.8260
H -2.0713 0.1653 1.6280
H -1.7274 1.7105 -0.6102
H 0.3701 -2.4859 -0.0793
H 3.0558 -2.1668 0.5452
H -1.5921 0.7877 -2.1240
H -1.9742 -1.5382 1.4456
H 0.6905 0.0686 -1.4314
H -1.2875 -1.1386 -0.7132
H -0.6335 -0.7358 2.2037
H -0.6104 2.2215 -1.8527
H 1.5582 1.9583 -0.5846
H 3.6388 -1.9950 0.1507
H 1.6167 0.6882 0.7683
*
```

=====

Entry 4:
The following is a quantum chemistry calculation of a gas-phase ion, C5H14N (charge +1), from OMol25.

SMILES: CCCCC[NH3+]

```
! RIJCOSX wB97M-V def2-TZVPD def2/J DEFGRID3
* xyz 1 1
N 2.2917 0.9442 -0.0510
C -0.2938 -0.3990 -0.9504
C 0.6571 -0.8783 0.1397
C 1.4140 0.1670 0.9252
C -1.5031 0.4173 -0.4738
C -2.4831 -0.3998 0.3928
H 0.2600 -0.0167 -1.8213
H -2.0041 0.8741 -1.3286
H -1.9353 -1.1057 1.0024
H 1.3650 -1.5945 -0.2946
H 3.0769 1.3959 0.3991
H 2.0325 -0.2692 1.7034
H -2.9889 0.3275 1.0302
H 0.7433 0.8851 1.3947
H 2.6528 0.2961 -0.7551
H -1.1240 1.3125 0.0374
H 0.0708 -1.4658 0.8489
H 1.7276 1.6278 -0.5514
H -0.6711 -1.3090 -1.4409
H -3.2883 -0.8095 -0.2067
*
```

=====

Quick rundown of energy above the lowest of the compared OMol25 structures with the same formula, charge and spin, same order as above: 0.0 0.0 618.8 32.4 kJ/mol